The following is a quantum chemistry calculation of a structure of composition C18H35AsGdN5O8S in a non-equilibrium geometry, from the OMol25 dataset.

Each line ends with the Löwdin spin population.
Positions of all 69 atoms, in Å:
Gd (0.20, 0.97, -0.52)  3.0670
N (2.38, -0.38, -0.49)  -0.0028
C (2.49, -1.21, 0.71)  0.0002
C (1.30, -2.15, 0.75)  0.0009
N (0.03, -1.43, 0.81)  0.0147
C (-0.56, -1.29, 2.14)  0.0004
C (-0.64, 0.17, 2.58)  0.0005
N (-1.36, 0.96, 1.57)  -0.0009
H (3.08, 0.36, -0.51)  0.0003
H (2.48, -0.94, -1.34)  0.0003
H (3.43, -1.78, 0.74)  -0.0001
H (2.48, -0.54, 1.58)  0.0001
H (1.31, -2.76, -0.16)  0.0002
H (1.41, -2.85, 1.60)  -0.0002
H (-0.65, -1.94, 0.23)  0.0095
H (-1.57, -1.71, 2.11)  -0.0001
H (0.01, -1.86, 2.88)  0.0000
H (-1.13, 0.22, 3.56)  -0.0001
H (0.36, 0.60, 2.68)  0.0002
H (-2.33, 0.67, 1.49)  0.0002
H (-1.34, 1.92, 1.90)  0.0004
O (-0.05, 3.42, 2.40)  0.0003
As (0.90, 3.68, 0.88)  0.0254
O (1.84, 4.93, 1.30)  0.0226
O (1.53, 2.08, 0.73)  -0.0107
C (-0.75, 3.78, -0.21)  0.3636
C (-1.97, 4.07, 0.40)  0.0655
C (-3.13, 4.13, -0.37)  0.4589
C (-3.09, 3.94, -1.74)  0.3366
C (-1.88, 3.68, -2.37)  0.0523
C (-0.73, 3.60, -1.60)  0.4725
S (0.84, 3.33, -2.38)  0.0216
O (1.76, 3.94, -1.43)  0.0339
O (0.79, 3.86, -3.71)  0.0172
O (1.00, 1.84, -2.36)  0.0462
H (0.47, 3.88, 3.07)  0.0002
H (-2.00, 4.26, 1.46)  -0.0045
H (-4.07, 4.36, 0.11)  0.0230
H (-4.00, 4.00, -2.32)  0.0154
H (-1.82, 3.56, -3.44)  -0.0042
C (-4.02, -6.46, -2.38)  0.0268
C (-2.70, -6.28, -1.63)  0.0356
N (-2.60, -5.02, -0.92)  0.4198
C (-3.20, -4.91, 0.39)  0.0291
C (-4.59, -4.29, 0.38)  0.0264
C (-2.09, -3.90, -1.51)  0.5019
C (-1.53, -3.97, -2.89)  0.0782
N (-2.12, -2.81, -0.77)  0.7413
H (-4.00, -7.39, -2.94)  0.0023
H (-4.18, -5.64, -3.09)  0.0022
H (-4.86, -6.48, -1.70)  0.0004
H (-1.86, -6.36, -2.32)  0.0042
H (-2.58, -7.08, -0.90)  0.0061
H (-2.54, -4.30, 1.01)  0.0073
H (-3.23, -5.92, 0.81)  0.0025
H (-4.55, -3.31, -0.08)  0.0063
H (-4.94, -4.17, 1.41)  0.0013
H (-5.31, -4.91, -0.15)  0.0007
H (-0.70, -4.68, -2.98)  0.0235
H (-1.12, -2.99, -3.15)  -0.0014
H (-2.27, -4.25, -3.65)  0.0244
H (-1.77, -2.05, -1.35)  0.0244
C (-1.74, 0.11, -3.90)  -0.0002
C (-1.22, 0.04, -2.49)  0.0008
O (-1.77, 0.75, -1.59)  0.0062
O (-0.23, -0.68, -2.21)  0.0029
H (-2.75, 0.51, -3.92)  0.0002
H (-1.70, -0.87, -4.37)  0.0002
H (-1.08, 0.77, -4.46)  -0.0001

Output
* energy above the lowest of the compared OMol25 structures with the same formula, charge and spin: 1222.28 kJ/mol
* E_LUMO (spin up / spin down): 0.28 / -3.79 eV
* orbital gap (spin up / spin down): 0.171 / 0.202 Ha
* expectation value of S²: 15.86
* multiplicity: 8
* HOMO level (spin up / spin down): -4.37 / -9.30 eV

The following is a quantum chemistry calculation of a structure of composition C25H26N2O2S4W, from the OMol25 dataset.

Each line ends with the Mulliken charge.
Positions of all 60 atoms, in Å:
W (0.21, 0.66, 0.15)  1.6932
S (2.44, 0.81, 0.27)  -0.2740
C (2.90, 0.52, 1.96)  0.5118
C (4.23, 0.53, 2.36)  -0.6247
C (4.55, 0.31, 3.69)  -0.5710
C (3.55, 0.07, 4.62)  -0.6070
C (2.22, 0.05, 4.23)  -0.6501
C (1.90, 0.28, 2.90)  0.3652
S (0.21, 0.27, 2.34)  -0.3900
H (5.01, 0.72, 1.63)  0.4571
H (5.58, 0.32, 4.00)  0.4037
H (3.80, -0.11, 5.66)  0.4015
H (1.43, -0.13, 4.95)  0.4538
O (-1.88, 0.45, -0.34)  -0.0777
S (-3.33, -0.01, -0.12)  -0.0686
C (-4.28, 1.09, -1.20)  -0.8692
C (-4.43, 2.57, -0.82)  -1.0234
C (-3.15, 3.34, -0.51)  -0.1783
C (-2.08, 3.28, -1.60)  -0.4550
S (-0.47, 3.67, -0.85)  0.0783
O (-0.34, 2.60, 0.27)  -0.5993
C (0.63, 3.07, -2.10)  1.1280
C (0.68, 1.70, -2.37)  -0.3145
C (1.61, 1.21, -3.27)  -0.7549
C (2.47, 2.10, -3.91)  -0.7208
C (2.41, 3.46, -3.64)  -0.6077
C (1.50, 3.96, -2.72)  -0.6557
C (-3.87, 0.49, 1.50)  0.9926
C (-5.09, -0.05, 1.90)  -0.5855
C (-5.60, 0.29, 3.14)  -0.6341
C (-4.88, 1.14, 3.97)  -0.5447
C (-3.65, 1.65, 3.57)  -1.2139
C (-3.14, 1.33, 2.32)  -0.0673
H (-5.26, 0.62, -1.25)  0.6264
H (-3.82, 0.94, -2.17)  0.5114
H (-5.07, 2.64, 0.06)  0.4111
H (-4.97, 3.04, -1.64)  0.4765
H (-2.72, 2.95, 0.41)  -0.1747
H (-3.41, 4.38, -0.31)  0.5792
H (-2.21, 4.02, -2.39)  0.6903
H (-1.99, 2.30, -2.05)  0.0912
H (-0.12, 1.03, -2.00)  0.5837
H (1.66, 0.15, -3.48)  0.4664
H (3.20, 1.72, -4.62)  0.4481
H (3.09, 4.13, -4.14)  0.4270
H (1.48, 5.01, -2.48)  0.4653
H (-5.62, -0.74, 1.26)  0.4570
H (-6.54, -0.12, 3.46)  0.4388
H (-5.28, 1.39, 4.95)  0.4214
H (-3.09, 2.30, 4.23)  0.4780
H (-2.18, 1.73, 2.01)  0.4170
N (0.34, -2.44, 0.53)  -0.0587
C (0.18, -3.63, -0.05)  -0.0837
C (-0.14, -3.41, -1.38)  -1.1232
C (-0.16, -2.03, -1.51)  -0.1979
N (0.15, -1.44, -0.35)  0.1379
H (0.58, -2.21, 1.48)  0.0755
H (0.30, -4.54, 0.51)  0.4883
H (-0.34, -4.15, -2.13)  0.4334
H (-0.37, -1.44, -2.39)  0.5162

Output
* energy above the lowest of the compared OMol25 structures with the same formula, charge and spin: 82.86 kJ/mol
* E_LUMO (spin up / spin down): -6.60 / -6.71 eV
* orbital gap (spin up / spin down): 0.248 / 0.247 Ha
* charge: +2
* multiplicity: 1
* HOMO level (spin up / spin down): -13.34 / -13.42 eV

The following is a quantum chemistry calculation of a structure of composition C7H12AlF4NO in a non-equilibrium geometry, from the OMol25 dataset.

Each line ends with the Mulliken charge.
Positions of all 26 atoms, in Å:
C (1.90, 1.17, -0.43)  -0.5952
C (1.14, -0.03, -0.34)  0.0850
C (0.43, -1.53, -0.58)  -0.4410
C (-1.20, -1.46, -0.39)  -0.1280
C (-1.71, -0.57, 0.90)  -0.4989
O (-2.59, 0.55, 0.51)  -0.3994
C (-2.00, 1.35, -0.58)  -0.2299
C (-1.83, 0.46, -1.95)  -0.5522
N (-1.94, -1.03, -1.67)  -0.2246
H (2.51, 2.12, -0.81)  0.3116
H (0.64, -1.90, -1.68)  0.2897
H (0.92, -2.35, 0.13)  0.3739
H (-1.55, -2.58, -0.20)  0.3882
H (-2.38, -1.29, 1.57)  0.2618
H (-0.86, -0.18, 1.60)  0.3713
H (-2.79, 2.21, -0.83)  0.3012
H (-1.01, 1.86, -0.22)  0.2264
H (-2.72, 0.78, -2.68)  0.3668
H (-0.83, 0.74, -2.50)  0.2980
H (-1.49, -1.53, -2.48)  0.3810
H (-2.94, -1.34, -1.62)  0.4055
F (4.38, -0.62, 1.95)  -0.4945
Al (4.06, 0.91, 2.85)  0.9511
F (4.32, 2.32, 1.76)  -0.4960
F (5.18, 1.02, 4.25)  -0.4597
F (2.36, 0.91, 3.44)  -0.4921

Output
* E_LUMO: -1.66 eV
* orbital gap: 0.311 Ha
* multiplicity: 1
* HOMO level: -10.13 eV

The following is a quantum chemistry calculation of a structure of composition C15H13N5O4PdS, from the OMol25 dataset.

Each line ends with the Mulliken charge.
Positions of all 39 atoms, in Å:
Pd (0.83, 0.36, -0.31)  0.8004
C (1.67, 1.78, 3.64)  -1.5283
C (1.25, 1.08, 2.40)  0.5338
N (1.47, 1.47, 1.19)  0.0400
N (2.16, 2.62, 0.88)  -0.4476
C (2.32, 2.94, -0.42)  0.7901
N (2.97, 4.06, -0.71)  -0.3528
S (1.73, 1.94, -1.68)  -0.4399
C (0.49, -0.19, 2.48)  0.7947
C (0.12, -0.76, 3.68)  -0.4319
C (-0.58, -1.97, 3.67)  -0.5758
C (-0.89, -2.55, 2.46)  -0.8122
C (-0.49, -1.92, 1.28)  -0.1278
N (0.17, -0.77, 1.29)  -0.1458
H (2.31, 2.65, 3.46)  0.4008
H (2.23, 1.09, 4.27)  0.3885
H (0.79, 2.12, 4.19)  0.3845
H (2.47, 3.23, 1.63)  0.1912
H (3.34, 4.68, 0.00)  0.2082
H (3.12, 4.31, -1.67)  0.2289
H (0.38, -0.29, 4.61)  0.4037
H (-0.88, -2.43, 4.60)  0.4515
H (-1.43, -3.49, 2.40)  0.4397
H (-0.71, -2.34, 0.31)  0.4347
O (-4.28, -2.48, -5.30)  -0.3725
C (-3.27, -2.97, -5.60)  0.8035
O (-2.23, -3.36, -5.93)  -0.3824
C (-1.44, -1.65, -3.35)  -0.0773
C (-0.16, -2.13, -3.66)  -0.8564
C (0.72, -1.59, -2.75)  -0.7599
N (0.09, -0.77, -1.83)  0.1060
C (-1.19, -0.76, -2.14)  0.3231
C (-2.39, -0.95, -2.71)  0.0746
C (-3.04, 1.44, -0.17)  0.7857
O (-4.00, 1.29, -0.79)  -0.3619
O (-2.05, 1.56, 0.43)  -0.4084
H (0.08, -2.80, -4.47)  0.4804
H (1.79, -1.74, -2.69)  0.4820
H (-3.45, -0.73, -2.70)  0.5351

Output
* energy above the lowest of the compared OMol25 structures with the same formula, charge and spin: 0.00 kJ/mol
* E_LUMO: -7.19 eV
* orbital gap: 0.309 Ha
* charge: +2
* multiplicity: 1
* HOMO level: -15.61 eV

Which M belongs to each record? In order, 713.744, 698.603, 229.153, 465.787 g mol⁻¹.